No. 1
ORCA calculation (the ωB97M-V functional and the def2-TZVPD basis) on C4H8N2O as an isolated structure.

calculated total energy = -341.8080 Eh
orbital gap = 9.81 eV
HOMO = -8.9883 eV
E_LUMO = 0.82 eV

Last column: Löwdin charge in e.
Element x y z (Å)
N (-2.06, -0.71, 0.11)  0.108
C (-0.88, 0.02, 0.04)  -0.519
C (0.31, -0.59, -0.68)  -0.130
C (1.61, 0.19, -0.56)  -0.273
O (2.10, 0.24, 0.76)  -0.069
C (-1.04, 1.52, -0.03)  -0.070
N (-0.58, 1.34, 1.15)  0.077
H (-2.07, -1.54, 0.69)  0.099
H (-2.91, -0.18, 0.17)  0.093
H (-0.39, 0.18, 1.33)  0.136
H (0.02, -0.65, -1.74)  0.129
H (0.47, -1.62, -0.34)  0.120
H (1.47, 1.20, -0.97)  0.116
H (2.38, -0.30, -1.16)  0.121
H (1.59, 0.90, 1.24)  0.062

=====

No. 2
ORCA calculation (the ωB97M-V functional and the def2-TZVPD basis) on an isolated molecule of C4H5ClO2 at a distorted geometry.

calculated total energy = -766.0250 Eh
SMILES string = O[C@@H]1OCC=C1Cl
orbital gap = 10.29 eV
HOMO = -9.3573 eV
E_LUMO = 0.94 eV

Last column: Löwdin charge in e.
Element x y z (Å)
C (0.19, -1.32, 0.16)  -0.081
C (1.13, -0.43, -0.13)  -0.642
C (-1.23, -0.75, 0.13)  -0.150
C (0.31, 1.01, -0.43)  -0.385
O (-1.03, 0.69, -0.05)  -0.099
O (0.86, 1.95, 0.40)  -0.015
Cl (2.78, -0.47, 0.04)  0.739
H (0.31, -2.36, 0.25)  0.088
H (-1.90, -1.18, -0.69)  0.130
H (-1.91, -1.00, 0.94)  0.108
H (0.26, 1.33, -1.51)  0.163
H (0.22, 2.53, 0.90)  0.145

=====

No. 3
ORCA calculation (the ωB97M-V functional and the def2-TZVPD basis) on a 12-piece molecular cluster, B2F8H20O10 overall at a distorted geometry.

calculated total energy = -1613.6642 Eh
orbital gap = 10.29 eV
total charge = -2
HOMO = -5.4357 eV
E_LUMO = 4.86 eV

Last column: Löwdin charge in e.
Element x y z (Å)
B (-3.00, 19.91, -0.73)  -1.238
F (-2.94, 21.31, -0.47)  0.088
F (-2.30, 19.30, 0.32)  0.129
F (-4.36, 19.57, -0.75)  0.117
F (-2.49, 19.57, -1.99)  0.132
B (-0.24, 16.92, 2.64)  -1.251
F (0.38, 15.82, 1.98)  0.062
F (-1.62, 16.65, 2.79)  0.086
F (0.36, 17.11, 3.90)  0.071
F (-0.09, 18.06, 1.83)  0.096
O (-1.19, 16.67, -0.81)  -0.047
H (-1.03, 16.35, 0.09)  0.025
H (-1.50, 17.58, -0.67)  0.009
O (-6.30, 17.30, -1.41)  -0.066
H (-7.13, 17.66, -1.09)  0.036
H (-5.81, 17.02, -0.61)  0.000
O (-2.79, 17.17, -3.49)  -0.062
H (-3.02, 18.10, -3.58)  0.003
H (-2.24, 17.13, -2.69)  0.003
O (-3.25, 23.20, -2.42)  -0.074
H (-3.44, 22.42, -1.87)  0.010
H (-2.78, 23.77, -1.81)  0.022
O (-4.02, 22.40, 2.22)  -0.074
H (-3.45, 21.99, 2.87)  0.019
H (-3.92, 21.84, 1.44)  0.010
O (-5.29, 19.33, -3.38)  -0.081
H (-4.61, 19.64, -2.76)  -0.002
H (-5.73, 18.60, -2.91)  0.002
O (-3.21, 19.19, 2.96)  -0.059
H (-2.53, 18.97, 3.60)  0.033
H (-2.77, 19.05, 2.11)  0.003
O (0.01, 21.90, -0.14)  -0.052
H (-0.67, 21.33, -0.51)  0.013
H (0.55, 22.14, -0.89)  0.022
O (-0.88, 19.30, -4.82)  -0.065
H (-1.13, 18.43, -4.48)  0.009
H (0.01, 19.44, -4.48)  0.025
O (-4.63, 16.75, 0.76)  -0.041
H (-4.57, 16.84, 1.72)  0.055
H (-3.99, 17.39, 0.43)  0.032

=====

No. 4
ORCA calculation (the ωB97M-V functional and the def2-TZVPD basis) on an isolated molecule of C4H8N2O at a distorted geometry.

calculated total energy = -341.9294 Eh
SMILES string = O=C1NCCCN1
orbital gap = 10.19 eV
HOMO = -9.3074 eV
E_LUMO = 0.88 eV

Last column: Löwdin charge in e.
Element x y z (Å)
O (2.77, -0.46, 0.12)  0.034
C (1.58, -0.35, -0.11)  -0.569
N (0.74, -1.42, -0.29)  0.050
C (-0.62, -1.09, -0.53)  -0.124
C (-1.14, 0.13, 0.62)  -0.131
C (-0.43, 1.27, 0.01)  -0.261
N (0.96, 0.89, -0.24)  0.069
H (1.07, -2.32, 0.03)  0.145
H (-0.69, -0.68, -1.55)  0.123
H (-1.41, -1.53, 0.01)  0.077
H (-0.82, -0.08, 1.67)  0.117
H (-2.23, 0.36, 0.72)  0.112
H (-0.45, 2.18, 0.61)  0.115
H (-0.96, 1.46, -0.94)  0.111
H (1.63, 1.63, -0.12)  0.130

=====

No. 5
ORCA calculation (the ωB97M-V functional and the def2-TZVPD basis) on an isolated ion of composition C3H7FNO and charge +1 at a distorted geometry.

calculated total energy = -347.9794 Eh
orbital gap = 10.66 eV
total charge = +1
HOMO = -14.4928 eV
E_LUMO = -3.83 eV

Last column: Löwdin charge in e.
Element x y z (Å)
C (0.22, -1.17, -0.35)  0.004
C (0.43, 1.07, 0.13)  -0.145
C (-1.54, 0.02, 0.25)  -0.125
N (1.14, -0.24, 0.17)  0.026
O (-0.70, 0.84, 0.85)  0.005
F (-2.03, 0.49, -0.92)  0.090
H (-0.02, -2.18, -0.13)  0.082
H (0.18, -1.13, -1.55)  0.158
H (1.11, 1.94, 0.49)  0.198
H (0.10, 1.35, -0.89)  0.157
H (-2.25, -0.42, 0.81)  0.129
H (1.20, -0.46, 1.20)  0.211
H (2.14, -0.12, -0.06)  0.210

=====

No. 6
ORCA calculation (the ωB97M-V functional and the def2-TZVPD basis) on C28H28N5O8W as an isolated structure at a distorted geometry.

calculated total energy = -2026.2305 Eh
<S²> = 2.027
orbital gap (spin up / spin down) = 6.28 / 6.05 eV
total charge = +1
HOMO (spin up / spin down) = -10.4211 / -10.4697 eV
E_LUMO (spin up / spin down) = -4.14 / -4.42 eV
2S+1 = 3

Last column: Löwdin charge in e.
Element x y z (Å)
W (-0.07, -0.23, 0.26)  1.840
C (-3.94, -2.31, 1.85)  -0.046
O (-3.70, -1.56, 3.06)  -0.105
C (-2.45, -1.69, 3.63)  -0.191
C (-2.39, -2.33, 4.91)  0.035
C (-1.15, -2.78, 5.28)  -0.080
C (0.03, -2.44, 4.57)  -0.031
C (-0.01, -1.52, 3.52)  -0.152
C (1.24, -0.98, 3.01)  0.027
N (1.32, -0.08, 1.98)  -0.139
N (2.02, 1.08, 2.03)  0.088
C (1.43, 1.99, 1.23)  -0.421
O (0.24, 1.81, 0.71)  -0.170
C (2.17, 3.24, 1.15)  -0.169
C (1.42, 4.34, 0.71)  -0.004
C (2.11, 5.58, 0.51)  -0.047
C (3.52, 5.63, 0.63)  -0.087
C (4.15, 4.58, 1.20)  -0.093
C (3.54, 3.34, 1.49)  0.005
C (-1.28, -1.22, 2.95)  -0.249
O (-1.48, -0.42, 1.90)  -0.202
H (-3.42, -3.32, 1.86)  0.125
H (-3.67, -1.70, 0.98)  0.063
H (-5.00, -2.47, 1.76)  0.078
H (-3.30, -2.62, 5.44)  0.132
H (-1.07, -3.43, 6.15)  0.113
H (0.94, -2.96, 4.91)  0.123
H (2.16, -1.28, 3.51)  0.133
H (0.34, 4.36, 0.55)  0.113
H (1.50, 6.47, 0.32)  0.102
H (4.01, 6.57, 0.39)  0.111
H (5.16, 4.73, 1.52)  0.105
H (4.08, 2.54, 1.97)  0.101
O (0.01, -2.28, 0.20)  -0.176
C (1.12, -2.92, -0.16)  -0.075
C (2.35, -2.47, -0.60)  -0.128
C (3.35, -3.42, -1.01)  0.085
C (4.59, -2.97, -1.45)  -0.102
C (4.90, -1.55, -1.55)  0.059
C (3.86, -0.66, -1.35)  0.041
C (2.55, -1.10, -0.92)  -0.269
O (1.65, -0.17, -0.75)  -0.174
N (5.63, -3.86, -2.01)  -0.339
O (5.25, -5.01, -2.29)  0.071
O (6.78, -3.50, -2.20)  0.091
H (0.99, -4.00, -0.15)  0.143
H (3.11, -4.49, -1.00)  0.138
H (5.93, -1.21, -1.77)  0.139
H (4.07, 0.39, -1.44)  0.125
C (-3.48, 1.33, -0.07)  0.004
N (-3.39, 1.08, -1.52)  -0.067
C (-4.48, 1.68, -2.35)  -0.113
C (-3.93, 2.06, -3.75)  -0.109
C (-3.32, 0.73, -4.39)  -0.130
N (-2.46, 0.01, -3.41)  -0.078
C (-1.36, -0.66, -4.09)  -0.042
C (-2.40, 0.36, -2.06)  -0.365
O (-1.40, -0.08, -1.37)  -0.157
H (-3.23, 0.39, 0.43)  0.059
H (-4.50, 1.62, 0.14)  0.093
H (-2.80, 2.21, 0.19)  0.130
H (-4.77, 2.65, -1.82)  0.148
H (-5.33, 1.04, -2.48)  0.120
H (-3.08, 2.71, -3.62)  0.107
H (-4.64, 2.50, -4.47)  0.128
H (-2.75, 0.95, -5.29)  0.120
H (-4.10, 0.09, -4.71)  0.109
H (-1.78, -1.06, -5.04)  0.106
H (-0.81, -1.45, -3.54)  0.093
H (-0.57, 0.12, -4.28)  0.110

=====

- The lowest calculated total energy belongs to which entry?
  C28H28N5O8W